{"formula": "C5H11N3O", "method": "ωB97M-V/def2-TZVPD", "symbols": ["C", "C", "C", "C", "C", "N", "N", "N", "O", "H", "H", "H", "H", "H", "H", "H", "H", "H", "H", "H"], "xyz": [[1.0425, -1.7549, 2.4046], [0.4366, -1.2705, 0.0086], [-0.6440, 0.9752, 0.8816], [0.1086, 0.2645, -0.1963], [0.4458, 1.9515, -1.8592], [0.9474, -1.6517, 1.1523], [0.3958, -1.9952, -1.0775], [-1.8520, 0.4754, 0.1814], [0.4434, 0.6210, -1.3752], [1.9535, -1.7075, 3.0336], [0.0785, -1.8568, 2.8887], [-0.3403, 0.6690, 1.8506], [-0.3628, 2.0547, 0.8364], [0.7722, 1.9819, -2.9007], [1.0032, 2.4640, -1.1627], [-0.6251, 2.1222, -1.8197], [0.2723, -1.6839, -2.0514], [0.5821, -2.9528, -0.9050], [-2.6228, 0.1789, 0.6856], [-2.0348, 1.1151, -0.5758]], "gap_ev": 9.5, "relative_energy_kj_mol": 299.3, "total_charge": 2, "homo_energy_ev": -19.0092, "multiplicity": 1}



{"formula": "C5H11N3O", "method": "ωB97M-V/def2-TZVPD", "symbols": ["C", "C", "C", "N", "C", "N", "C", "N", "O", "H", "H", "H", "H", "H", "H", "H", "H", "H", "H", "H"], "xyz": [[-1.7861, -1.8069, -0.1920], [-1.5509, -0.3333, 0.0521], [-2.6363, 0.5901, 0.2549], [-0.2432, -0.0384, 0.0145], [0.2966, 1.1793, -0.0816], [1.5369, 1.4891, 0.1199], [2.7008, 0.7354, 0.0366], [2.6740, -0.5376, 0.0959], [3.6587, -1.3485, 0.0028], [-2.8355, -2.1581, -0.2128], [-1.2671, -2.4146, 0.6205], [-1.4101, -2.3219, -1.0301], [-3.6396, 0.1679, 0.4542], [-2.8382, 1.3696, -0.6258], [-2.2970, 1.2084, 1.0294], [0.3437, -0.8300, -0.0232], [-0.4275, 2.0150, -0.3672], [1.5995, 2.5520, 0.0604], [3.6827, 1.2595, 0.0832], [4.4388, -0.7771, -0.2918]], "gap_ev": [7.5, 7.5], "smiles": "CC(C)=[NH+]/C=[NH+]\\C=N\\O", "relative_energy_kj_mol": 355.5, "total_charge": 2, "homo_energy_ev": [-18.1523, -18.1529], "multiplicity": 1}



{"formula": "C5H11N3O3", "method": "ωB97M-V/def2-TZVPD", "symbols": ["N", "C", "O", "C", "C", "C", "N", "C", "O", "N", "O", "H", "H", "H", "H", "H", "H", "H", "H", "H", "H", "H"], "xyz": [[2.9651, -0.0421, 0.1335], [1.8646, 0.4461, -0.4198], [1.5120, 1.6492, -0.2630], [0.9164, -0.4550, -1.2355], [-0.0519, -1.4021, -0.4844], [-0.9608, -0.7883, 0.6342], [-0.1480, -0.1786, 1.7595], [-2.0891, 0.0198, -0.1068], [-3.1944, -0.4767, -0.3734], [-1.9589, 1.2682, -0.5585], [-1.1367, 2.1579, 0.2444], [2.7754, -1.0072, 0.7414], [3.5390, 0.5320, 0.8430], [1.4535, -1.0568, -1.9085], [0.2320, 0.2291, -1.7230], [0.6327, -2.1182, 0.0131], [-0.8326, -1.8748, -1.2214], [-1.5896, -1.7482, 0.9704], [-0.6755, -0.0106, 2.5462], [-0.0674, 0.7639, 1.3312], [-2.8227, 1.7253, -0.6353], [-0.3632, 2.3672, -0.2872]], "gap_ev": 10.2, "smiles": "NC(=O)CC[C@@H](N)C(=O)NO", "relative_energy_kj_mol": 190.3, "total_charge": 0, "homo_energy_ev": -9.5511, "multiplicity": 1}



{"formula": "C5H11N3O3", "method": "ωB97M-V/def2-TZVPD", "symbols": ["O", "N", "N", "O", "N", "C", "C", "C", "C", "C", "O", "H", "H", "H", "H", "H", "H", "H", "H", "H", "H", "H"], "xyz": [[3.0795, -1.1500, 0.3360], [2.4045, -0.8259, -0.7090], [1.1019, -1.1303, -0.5237], [0.8624, -1.6247, 0.8164], [0.1259, -0.2748, -0.8781], [-1.0984, -1.0164, -1.1320], [-1.9679, -0.8095, 0.0699], [-1.4148, 0.3702, 0.7239], [-0.2571, 0.8059, -0.0319], [0.9842, 1.7799, 0.5880], [1.4378, 2.3937, -0.7295], [1.8161, -1.7743, 1.1222], [-1.6579, -0.6876, -2.1019], [-0.7526, -2.0548, -1.4587], [-1.8582, -1.7587, 0.6810], [-2.9629, -0.5145, -0.1048], [-2.1960, 1.1761, 0.7817], [-1.2745, 0.0865, 1.8732], [-0.6989, 1.5202, -0.6805], [1.7503, 1.3283, 1.2867], [0.7384, 2.6448, 1.1641], [1.8384, 1.5159, -1.0928]], "gap_ev": 9.6, "smiles": "O=NN(O)N1CCC[C@H]1CO", "relative_energy_kj_mol": 672.5, "total_charge": 0, "homo_energy_ev": -10.1120, "multiplicity": 1}



{"formula": "C5H11N4", "method": "ωB97M-V/def2-TZVPD", "symbols": ["C", "N", "C", "C", "C", "N", "N", "C", "N", "H", "H", "H", "H", "H", "H", "H", "H", "H", "H", "H"], "xyz": [[-1.2012, -0.9795, 0.7571], [-0.5790, 0.1627, 0.0226], [-1.1770, 0.1873, -1.2927], [-0.9739, 1.4854, 0.8241], [0.8307, 0.0803, 0.1204], [1.6791, 0.8290, 0.8089], [2.8560, 0.3370, 0.6403], [2.8431, -0.7188, -0.1393], [1.5811, -0.9858, -0.4914], [-1.1109, -1.8263, 0.0993], [-0.5470, -1.2262, 1.6612], [-2.2179, -0.6974, 0.8882], [-2.0436, 0.9059, -1.3939], [-0.3622, 0.7211, -1.8771], [-1.4720, -0.7906, -1.7918], [-0.0094, 1.8141, 1.4348], [-1.1732, 2.1911, 0.0255], [-1.8073, 1.4075, 1.4397], [3.6066, -1.3941, -0.3944], [1.2779, -1.5025, -1.3416]], "gap_ev": 10.8, "smiles": "C[N+](C)(C)c1nnc[nH]1", "relative_energy_kj_mol": 317.9, "total_charge": 1, "homo_energy_ev": -13.8658, "multiplicity": 1}



{"formula": "C5H11N4", "method": "ωB97M-V/def2-TZVPD", "symbols": ["C", "C", "C", "C", "C", "N", "N", "N", "N", "H", "H", "H", "H", "H", "H", "H", "H", "H", "H", "H"], "xyz": [[1.2423, 0.2034, -0.1513], [-0.9714, -0.4409, -0.0510], [3.1093, -2.8030, 0.5131], [-0.3586, 1.9456, -0.7922], [-2.8923, 1.0679, 0.2306], [1.7973, -0.8624, 0.2606], [2.4659, -1.5664, 0.9409], [-0.0632, 0.6137, -0.1947], [-2.2123, -0.2285, 0.2546], [2.1162, 0.9224, -0.5220], [3.9880, -2.6652, 1.1155], [2.4427, -3.4942, 0.8829], [3.1712, -2.8804, -0.6596], [0.4660, 2.7064, -0.8014], [-0.8102, 1.8028, -1.8106], [-1.0766, 2.5019, -0.2549], [-2.6363, 1.6949, 0.9717], [-2.9065, 1.6154, -0.6911], [-3.9637, 0.8052, 0.4747], [-2.9077, -0.9387, 0.2842]], "gap_ev": 7.9, "relative_energy_kj_mol": 591.4, "total_charge": 1, "homo_energy_ev": -12.3587, "multiplicity": 1}



{"formula": "C5H11N4", "method": "ωB97M-V/def2-TZVPD", "symbols": ["C", "C", "N", "N", "C", "N", "C", "N", "C", "H", "H", "H", "H", "H", "H", "H", "H", "H", "H", "H"], "xyz": [[-0.4021, -1.9772, 0.3836], [0.3744, -0.7729, -0.0252], [1.7110, -0.7860, 0.3674], [0.3749, -0.2867, -1.3503], [0.4693, 1.0346, -1.6823], [0.2013, 1.9990, -0.9456], [-0.2623, 1.8202, 0.3571], [-1.6049, 1.1847, 0.5771], [-0.3523, 0.4916, 0.9345], [-1.5127, -1.6826, 0.3769], [-0.0988, -2.1411, 1.3555], [-0.2894, -2.8923, -0.4070], [2.3920, -0.3662, -0.2024], [2.0411, -1.2393, 1.2424], [0.5634, -1.0154, -1.9828], [1.0141, 1.3325, -2.7046], [-0.2108, 2.6733, 0.8955], [-2.3335, 1.4791, 1.2713], [-1.8866, 0.8392, -0.4270], [-0.1882, 0.3053, 1.9660]], "gap_ev": 10.1, "smiles": "C[C@@]1(N)NC=N[C@H]2[NH2+][C@H]21", "relative_energy_kj_mol": 307.9, "total_charge": 1, "homo_energy_ev": -13.3070, "multiplicity": 1}



{"formula": "C5H11N4O", "method": "ωB97M-V/def2-TZVPD", "symbols": ["C", "C", "O", "C", "C", "N", "C", "N", "N", "N", "H", "H", "H", "H", "H", "H", "H", "H", "H", "H", "H"], "xyz": [[-3.1241, 0.2820, 0.4821], [-1.7443, -0.4644, 0.1825], [-1.9205, -1.9011, 0.0475], [-0.9758, 0.1200, -1.1167], [0.5157, 0.4013, -0.6728], [1.1485, -0.7281, -0.0591], [2.4381, -0.1652, 0.2459], [3.3159, -0.9500, 0.8781], [2.5213, 1.1771, -0.1871], [1.3404, 1.5495, -0.7802], [-3.6207, 0.7270, -0.4376], [-3.8192, -0.4650, 1.0014], [-2.9484, 1.1040, 1.2593], [-1.1009, -0.3237, 1.1208], [-1.2895, -2.3324, 0.6525], [-1.5046, 1.0121, -1.5769], [-0.9158, -0.6670, -1.9479], [2.9715, -1.8668, 1.1863], [4.3059, -0.7398, 1.0091], [3.3289, 1.7927, -0.0752], [1.0777, 2.4377, -1.2116]], "gap_ev": 10.1, "smiles": "C[C@@H](O)Cc1nc(N)[nH][nH+]1", "relative_energy_kj_mol": 258.9, "total_charge": 1, "homo_energy_ev": -13.4585, "multiplicity": 1}